1.
DFT (the ωB97M-V functional and the def2-TZVPD basis) results for the molecule C5H8OS2 in a non-equilibrium geometry.

The value obtained for the molar mass is 148.3 g/mol. The HOMO-LUMO gap comes out at 9.041 eV. The HOMO energy is -8.364 eV. Its SMILES is SCC1=CSCOC1. Its spin multiplicity is 1. The LUMO energy comes out at 0.677 eV. The energy above the lowest of the compared OMol25 structures with the same formula, charge and spin comes out at 66.2 kcal/mol. For the total energy, the calculation gives -29029.8112 eV. The calculation puts the max |F| at 5.8 eV Å⁻¹.

Positions of all 16 atoms, in Å:
H -0.8727 -0.7298 -3.2332
S 1.6843 0.2935 2.5120
C -0.3469 -0.5748 -2.1836
C -0.1452 0.1751 0.4597
H -0.2030 1.7079 1.8563
H 0.4685 -2.0968 -0.0279
C 0.0633 0.5264 1.8175
O -0.9450 -1.3990 -1.3653
C -0.4332 -1.3036 -0.0857
H 0.2177 2.1643 0.0813
H -0.6221 0.0299 2.4969
H 2.4545 1.0762 1.6060
S -0.6097 1.2388 -2.0962
C -0.2829 1.2902 -0.3507
H 0.7530 -0.8236 -2.1656
H -1.1806 -1.5746 0.6785

Atomic partial charges in e from the natural (NBO) method, atoms 1 to 6: number 1, H, carries 0.21; number 2, S, carries -0.03; number 3, C, carries -0.18; number 4, C, carries -0.07; number 5, H, carries 0.23; number 6, H, carries 0.19

2.
DFT (the ωB97M-V functional and the def2-TZVPD basis) results for the molecule C5H8OSi in a non-equilibrium geometry.

The value obtained for the molar mass is 112.2 g/mol. The HOMO-LUMO gap (spin up / spin down) comes out at 8.703 / 8.703 eV. The HOMO energy (spin up / spin down) is -8.719 / -8.719 eV. Its spin multiplicity is 1. The LUMO energy (spin up / spin down) comes out at -0.016 / -0.016 eV. The energy above the lowest of the compared OMol25 structures with the same formula, charge and spin comes out at 83.4 kcal/mol. For the total energy, the calculation gives -15235.3449 eV. The calculation puts the max |F| at 4.1 eV Å⁻¹.

Positions of all 15 atoms, in Å:
C 0.7418 1.3359 -0.3733
Si -0.3433 0.2909 0.7777
H -0.4161 0.3792 2.2207
H 3.3337 -0.8580 -0.6111
H -2.3896 -0.7594 0.9435
O -2.1449 -0.5954 -1.0785
C 2.4151 -0.4856 -0.1684
C 1.8051 -1.2393 0.6881
H -1.7685 0.0261 -1.7252
H -2.9038 0.7467 0.3487
H 0.6218 2.3097 -0.6282
C 1.9103 0.7515 -0.7219
H 2.2371 -2.1610 0.9714
H 2.4297 1.2435 -1.5296
C -2.1334 -0.0029 0.2260

Atomic partial charges in e from the natural (NBO) method, atoms 1 to 6: number 1, C, carries -0.70; number 2, Si, carries 1.25; number 3, H, carries -0.20; number 4, H, carries 0.20; number 5, H, carries 0.21; number 6, O, carries -0.72

3.
DFT (the ωB97M-V functional and the def2-TZVPD basis) results for the molecule C5H8S in a non-equilibrium geometry.

The value obtained for the molar mass is 100.2 g/mol. The HOMO-LUMO gap comes out at 7.599 eV. The HOMO energy is -7.577 eV. Its SMILES is CC(C)C1=CS1. Its spin multiplicity is 1. The LUMO energy comes out at 0.022 eV. The energy above the lowest of the compared OMol25 structures with the same formula, charge and spin comes out at 90.6 kcal/mol. For the total energy, the calculation gives -16145.7086 eV. The calculation puts the max |F| at 7.3 eV Å⁻¹.

Positions of all 14 atoms, in Å:
C 0.3789 -0.4412 -0.0725
H 0.2972 1.7425 -0.4813
H -2.6122 0.4729 -1.4955
H 1.9745 -0.1456 1.3938
H 0.6841 -1.3716 1.6910
H 1.7362 0.8549 -1.2960
C 0.8930 -0.3203 1.3639
C 0.7619 0.8184 -0.8797
H 0.4426 0.3503 2.0093
S -2.4488 -0.3064 1.0313
C -2.2716 -0.3275 -0.8851
H 0.2678 0.4747 -1.7435
H 0.9696 -1.2929 -0.5421
C -1.0732 -0.5084 -0.0937

Atomic partial charges in e from the natural (NBO) method, atoms 1 to 6: number 1, C, carries -0.32; number 2, H, carries 0.22; number 3, H, carries 0.23; number 4, H, carries 0.21; number 5, H, carries 0.21; number 6, H, carries 0.22

- Which value of max |F| does entry 3 give?
  7.3 eV Å⁻¹

- What is the formula in the third record?
  C5H8S

- total energy of number 3 (C5H8S)?
  -16145.7086 eV

What did the second record say?
DFT (the ωB97M-V functional and the def2-TZVPD basis) results for the molecule C5H8OSi in a non-equilibrium geometry.

The value obtained for the molar mass is 112.2 g/mol. The HOMO-LUMO gap (spin up / spin down) comes out at 8.703 / 8.703 eV. The HOMO energy (spin up / spin down) is -8.719 / -8.719 eV. Its spin multiplicity is 1. The LUMO energy (spin up / spin down) comes out at -0.016 / -0.016 eV. The energy above the lowest of the compared OMol25 structures with the same formula, charge and spin comes out at 83.4 kcal/mol. For the total energy, the calculation gives -15235.3449 eV. The calculation puts the max |F| at 4.1 eV Å⁻¹.

Positions of all 15 atoms, in Å:
C 0.7418 1.3359 -0.3733
Si -0.3433 0.2909 0.7777
H -0.4161 0.3792 2.2207
H 3.3337 -0.8580 -0.6111
H -2.3896 -0.7594 0.9435
O -2.1449 -0.5954 -1.0785
C 2.4151 -0.4856 -0.1684
C 1.8051 -1.2393 0.6881
H -1.7685 0.0261 -1.7252
H -2.9038 0.7467 0.3487
H 0.6218 2.3097 -0.6282
C 1.9103 0.7515 -0.7219
H 2.2371 -2.1610 0.9714
H 2.4297 1.2435 -1.5296
C -2.1334 -0.0029 0.2260

Atomic partial charges in e from the natural (NBO) method, atoms 1 to 6: number 1, C, carries -0.70; number 2, Si, carries 1.25; number 3, H, carries -0.20; number 4, H, carries 0.20; number 5, H, carries 0.21; number 6, O, carries -0.72